[1]
A structure of composition C5H8N2, computed with ωB97M-V with the def2-TZVPD basis set.

lowest unoccupied orbital energy (alpha / beta) = -0.47 / -0.72 eV
gap between HOMO and LUMO (alpha / beta) = 7.72 / 7.72 eV
electronic energy = -304.6764 a.u.
energy above the lowest of the compared OMol25 structures with the same formula, charge and spin = 99.8 kcal per mole

XYZ file:
```
15
C5H8N2 | the Open Molecules 2025 dataset | ωB97M-V with the def2-TZVPD basis set
C -2.494 0.652 0.351
C 0.065 -1.187 1.010
C 0.428 0.138 0.769
C 1.255 -0.120 -0.328
N 2.279 0.666 -0.780
C 0.928 -1.454 -0.819
N -0.034 -1.976 -0.076
H -2.483 0.517 1.436
H -1.874 1.515 0.095
H -3.518 0.810 0.008
H 0.491 0.975 1.449
H 3.109 0.205 -1.120
H 2.477 1.478 -0.213
H 1.392 -1.978 -1.650
H -2.080 -0.236 -0.133
```

Atomic charges from the Löwdin analysis, expressed in e, are listed below: number 1, C, carries -0.06; number 2, C, carries -0.02; number 3, C, carries -0.11; number 4, C, carries -0.34; number 5, N, carries 0.13; number 6, C, carries -0.12; number 7, N, carries 0.03; number 8, H, carries 0.03; number 9, H, carries 0.02; number 10, H, carries 0.02; number 11, H, carries 0.10; number 12, H, carries 0.10; number 13, H, carries 0.10; number 14, H, carries 0.11; number 15, H, carries 0.01

***

[2]
A cluster of 12 separate species, C32H92F3N13O14S in total in a non-equilibrium geometry, computed with ωB97M-V with the def2-TZVPD basis set.

lowest unoccupied orbital energy = -2.49 eV
gap between HOMO and LUMO = 5.77 eV
electronic energy = -3736.9047 a.u.

XYZ file:
```
155
C32H92F3N13O14S | the Open Molecules 2025 dataset | ωB97M-V with the def2-TZVPD basis set
O 5.176 -5.282 2.403
H 4.453 -4.844 1.948
H 5.994 -4.889 2.090
H 5.065 -5.085 3.336
C -0.887 -0.705 0.728
F -0.888 -1.015 -0.614
F -1.168 0.590 0.784
F -1.851 -1.403 1.444
S 0.952 -1.062 1.277
O 0.816 -0.643 2.703
O 1.286 -2.495 1.086
O 1.898 -0.259 0.477
C 0.837 2.328 8.582
O -0.203 1.630 8.649
N 1.397 2.997 9.549
N 1.572 2.434 7.531
H 0.943 3.321 10.391
H 2.161 3.537 9.171
H 1.341 1.778 6.799
H 2.283 3.138 7.395
C -5.123 1.622 5.645
O -6.114 1.561 4.944
N -5.110 1.138 6.805
N -3.913 1.991 5.315
H -4.230 1.180 7.299
H -5.854 0.472 6.956
H -3.101 1.777 5.877
H -3.946 2.491 4.438
C 4.981 5.177 -0.013
O 5.494 6.255 0.051
N 5.294 4.248 0.777
N 4.365 4.754 -1.029
H 5.934 4.370 1.549
H 4.956 3.310 0.617
H 4.297 5.261 -1.899
H 4.143 3.772 -0.947
C -6.288 -2.245 -3.385
C -7.553 -2.867 -2.780
C -8.858 -1.962 -2.911
O -9.058 -0.649 -2.270
C -8.716 -0.687 -0.853
N -7.698 -4.228 -3.231
H -6.573 -2.166 -4.434
H -5.386 -2.856 -3.352
H -6.100 -1.305 -2.866
H -7.205 -2.877 -1.747
H -9.723 -2.574 -2.655
H -9.156 -1.660 -3.915
H -9.254 -1.521 -0.400
H -9.009 0.287 -0.461
H -7.643 -0.714 -0.663
H -8.537 -4.696 -2.919
H -6.907 -4.647 -2.763
C -0.454 11.083 -0.585
C -1.507 10.158 -1.253
C -2.131 9.191 -0.330
O -3.051 8.300 -0.990
C -3.547 7.199 -0.236
N -2.568 11.016 -1.714
H -1.001 11.625 0.187
H 0.011 11.795 -1.266
H 0.318 10.441 -0.161
H -0.944 9.596 -1.998
H -2.767 9.747 0.358
H -1.335 8.552 0.053
H -2.798 6.430 -0.049
H -4.411 6.812 -0.776
H -4.019 7.624 0.651
H -3.206 11.085 -0.933
H -2.326 11.996 -1.764
C 8.990 -0.864 -1.121
C 8.699 -1.955 -0.172
C 8.682 -1.554 1.305
O 8.678 -2.787 2.147
C 9.112 -2.409 3.377
N 7.387 -2.553 -0.626
H 8.253 -0.061 -1.108
H 9.015 -1.211 -2.154
H 10.019 -0.524 -0.997
H 9.635 -2.499 -0.299
H 7.786 -0.952 1.455
H 9.503 -0.856 1.467
H 10.180 -2.197 3.338
H 8.965 -3.264 4.036
H 8.454 -1.626 3.754
H 6.511 -2.179 -0.294
H 7.345 -2.750 -1.616
C 2.765 -6.538 7.158
C 3.087 -5.271 7.934
C 4.186 -5.366 9.053
O 4.502 -4.090 9.763
C 3.486 -3.716 10.639
N 3.687 -4.352 6.961
H 3.735 -7.022 7.045
H 2.274 -6.490 6.186
H 2.074 -7.228 7.642
H 2.246 -4.642 8.224
H 5.052 -5.630 8.445
H 3.839 -6.164 9.710
H 2.430 -3.783 10.376
H 3.522 -2.649 10.858
H 3.549 -4.127 11.647
H 2.929 -3.861 6.509
H 4.080 -3.614 7.528
C -0.690 9.253 -7.722
C -0.979 7.845 -8.309
C -0.492 6.691 -7.443
O -1.093 6.577 -6.182
C -0.771 5.371 -5.413
N -2.374 7.649 -8.547
H -0.481 10.025 -8.462
H 0.247 9.367 -7.176
H -1.549 9.543 -7.117
H -0.545 7.687 -9.296
H 0.583 6.784 -7.293
H -0.821 5.765 -7.916
H -0.879 5.533 -4.340
H 0.209 4.969 -5.670
H -1.504 4.566 -5.468
H -2.878 8.523 -8.588
H -2.269 7.465 -9.535
C 2.540 -1.541 -5.725
C 1.704 -2.591 -6.557
C 1.418 -2.069 -7.945
O 0.678 -0.729 -7.905
C -0.753 -0.929 -7.733
N 2.421 -3.855 -6.590
H 3.365 -1.040 -6.231
H 3.019 -2.040 -4.882
H 1.889 -0.732 -5.394
H 0.791 -2.728 -5.978
H 0.719 -2.665 -8.531
H 2.311 -1.965 -8.561
H -1.247 -1.654 -8.380
H -1.360 -0.024 -7.720
H -0.945 -1.352 -6.747
H 3.176 -3.790 -7.258
H 1.786 -4.549 -6.957
C -3.834 -8.225 -1.519
C -3.757 -7.635 -0.066
C -4.299 -8.730 0.925
O -5.708 -8.773 0.765
C -6.334 -9.669 1.728
N -2.376 -7.181 0.177
H -3.527 -7.441 -2.211
H -4.831 -8.598 -1.753
H -3.043 -8.933 -1.765
H -4.434 -6.781 -0.020
H -4.013 -8.377 1.916
H -3.930 -9.723 0.669
H -5.703 -10.556 1.787
H -7.323 -10.084 1.532
H -6.318 -9.378 2.778
H -1.959 -6.430 -0.355
H -2.341 -6.799 1.112
```

Löwdin atomic charge list, values in e, 99 entries: number 1, O, carries 0.40; number 2, H, carries 0.20; number 3, H, carries 0.18; number 4, H, carries 0.19; number 5, C, carries -0.57; number 6, F, carries 0.06; number 7, F, carries 0.12; number 8, F, carries 0.08; number 9, S, carries 0.50; number 10, O, carries -0.40; number 11, O, carries -0.41; number 12, O, carries -0.38; number 13, C, carries -0.77; number 14, O, carries -0.01; number 15, N, carries 0.16; number 16, N, carries 0.15; number 17, H, carries 0.12; number 18, H, carries 0.10; number 19, H, carries 0.13; number 20, H, carries 0.12; number 21, C, carries -0.84; number 22, O, carries 0.03; number 23, N, carries 0.16; number 24, N, carries 0.16; number 25, H, carries 0.12; number 26, H, carries 0.13; number 27, H, carries 0.11; number 28, H, carries 0.12; number 29, C, carries -0.88; number 30, O, carries 0.05; number 31, N, carries 0.17; number 32, N, carries 0.18; number 33, H, carries 0.13; number 34, H, carries 0.11; number 35, H, carries 0.13; number 36, H, carries 0.11; number 37, C, carries -0.07; number 38, C, carries -0.46; number 39, C, carries -0.15; number 40, O, carries -0.21; number 41, C, carries -0.10; number 42, N, carries 0.03; number 43, H, carries 0.08; number 44, H, carries 0.07; number 45, H, carries 0.08; number 46, H, carries 0.11; number 47, H, carries 0.10; number 48, H, carries 0.12; number 49, H, carries 0.09; number 50, H, carries 0.08; number 51, H, carries 0.08; number 52, H, carries 0.07; number 53, H, carries 0.07; number 54, C, carries -0.06; number 55, C, carries -0.46; number 56, C, carries -0.22; number 57, O, carries -0.20; number 58, C, carries -0.10; number 59, N, carries 0.04; number 60, H, carries 0.08; number 61, H, carries 0.08; number 62, H, carries 0.07; number 63, H, carries 0.14; number 64, H, carries 0.13; number 65, H, carries 0.13; number 66, H, carries 0.09; number 67, H, carries 0.09; number 68, H, carries 0.08; number 69, H, carries 0.06; number 70, H, carries 0.06; number 71, C, carries -0.11; number 72, C, carries -0.43; number 73, C, carries -0.15; number 74, O, carries -0.19; number 75, C, carries -0.18; number 76, N, carries 0.04; number 77, H, carries 0.09; number 78, H, carries 0.08; number 79, H, carries 0.08; number 80, H, carries 0.14; number 81, H, carries 0.13; number 82, H, carries 0.13; number 83, H, carries 0.10; number 84, H, carries 0.09; number 85, H, carries 0.09; number 86, H, carries 0.06; number 87, H, carries 0.06; number 88, C, carries -0.07; number 89, C, carries -0.44; number 90, C, carries -0.13; number 91, O, carries -0.17; number 92, C, carries -0.16; number 93, N, carries 0.00; number 94, H, carries 0.07; number 95, H, carries 0.07; number 96, H, carries 0.07; number 97, H, carries 0.13; number 98, H, carries 0.12; number 99, H, carries 0.12

***

[3]
The molecule C10H19N3O4 in a non-equilibrium geometry, computed with ωB97M-V with the def2-TZVPD basis set.

lowest unoccupied orbital energy = 0.45 eV
SMILES = CNC(=O)[C@H](NC(=O)[C@@H](C)NC(C)=O)[C@@H](C)O
gap between HOMO and LUMO = 10.18 eV
electronic energy = -857.7271 a.u.
energy above the lowest of the compared OMol25 structures with the same formula, charge and spin = 18.5 kcal per mole

XYZ file:
```
36
C10H19N3O4 | the Open Molecules 2025 dataset | ωB97M-V with the def2-TZVPD basis set
O -1.277 1.791 -3.251
O 1.439 1.018 0.973
O -2.512 -1.205 2.107
O -0.991 -3.405 1.951
C -0.352 1.934 -2.491
C 1.118 0.438 -0.069
C -1.523 -0.550 1.740
N -1.472 0.815 1.849
N 0.593 0.981 -2.443
N 0.163 -0.503 -0.063
C -0.331 3.105 -1.538
C -2.535 1.653 2.346
C 2.822 0.030 -1.870
C 0.940 -3.328 0.629
C 1.661 0.960 -1.420
C -0.303 -1.219 1.113
C -0.439 -2.706 0.829
H -1.873 -3.039 2.111
H -0.616 1.224 1.504
H 0.487 0.254 -3.117
H -0.125 -0.935 -0.950
H 0.546 3.743 -1.665
H -1.230 3.694 -1.725
H -0.398 2.769 -0.538
H -2.502 2.648 1.896
H -3.513 1.170 2.136
H -2.433 1.807 3.454
H 2.491 -1.004 -2.040
H 3.539 -0.052 -1.025
H 3.322 0.361 -2.778
H 0.862 -4.397 0.665
H 1.585 -3.030 1.447
H 1.359 -2.995 -0.312
H 2.056 1.949 -1.244
H 0.497 -1.136 1.846
H -1.059 -2.840 -0.058
```

Atomic charges from the Löwdin analysis, expressed in e, are listed below: number 1, O, carries 0.06; number 2, O, carries 0.04; number 3, O, carries 0.04; number 4, O, carries -0.03; number 5, C, carries -0.55; number 6, C, carries -0.45; number 7, C, carries -0.37; number 8, N, carries 0.03; number 9, N, carries 0.10; number 10, N, carries 0.13; number 11, C, carries 0.02; number 12, C, carries -0.07; number 13, C, carries -0.03; number 14, C, carries -0.02; number 15, C, carries -0.25; number 16, C, carries -0.18; number 17, C, carries -0.38; number 18, H, carries 0.07; number 19, H, carries 0.10; number 20, H, carries 0.14; number 21, H, carries 0.16; number 22, H, carries 0.09; number 23, H, carries 0.09; number 24, H, carries 0.05; number 25, H, carries 0.08; number 26, H, carries 0.10; number 27, H, carries 0.10; number 28, H, carries 0.07; number 29, H, carries 0.10; number 30, H, carries 0.08; number 31, H, carries 0.08; number 32, H, carries 0.09; number 33, H, carries 0.07; number 34, H, carries 0.14; number 35, H, carries 0.16; number 36, H, carries 0.15